No. 1
The following is a DFT calculation (the ωB97M-V functional and the def2-TZVPD basis) of C5H7CeO4 as an isolated structure.

```
17
Properties=species:S:1:pos:R:3:forces:R:3:lowdin_charge:R:1
H -2.68386 -1.23030 0.03989 0.42 -0.01 0.45 0.192
Ce 0.39891 -2.08155 1.51718 -3.38 2.19 -1.10 2.145
O -1.49080 -1.00710 1.71756 2.83 -2.05 1.30 -0.221
O -2.06585 0.67982 0.25572 -0.17 -0.85 0.19 -0.013
C -0.93931 1.36806 -0.24860 0.12 -0.28 -0.11 -0.161
C -0.41697 0.49472 -1.38707 -0.15 0.25 1.26 0.072
O -0.62592 -0.98584 -0.36438 0.78 -0.93 1.40 -0.303
C -1.79947 -0.70192 0.44232 -0.81 1.88 -2.27 -0.546
H -1.27431 2.35719 -0.58284 0.11 -0.35 0.19 0.153
H -0.17868 1.46219 0.54449 -0.03 0.27 -0.30 0.138
H 0.67441 0.41010 -1.41133 -0.76 -0.20 -0.96 0.120
H -1.20591 0.21550 -2.09897 1.12 -0.06 -0.04 0.138
H 0.21774 1.44308 -4.01101 0.18 0.07 0.36 0.106
O 1.57218 3.92242 -2.75251 -0.75 -0.66 -0.09 0.273
C -0.08018 2.09678 -3.18336 -0.15 0.62 -0.57 -0.038
C 0.78941 3.12039 -2.98825 0.40 0.07 0.01 -0.161
H -1.11422 2.43394 -3.31570 0.24 0.04 0.27 0.107
```
Positions in Å, forces in eV/Å.

Calculated values
Charge: +2
Calculated total energy (eV): -26396.7827
Largest force on an atom (eV/Å): 4.18
HOMO energy (spin up / spin down) (eV): -15.65 / -15.65
LUMO energy (spin up / spin down) (Eh): -0.36268 / -0.35705
Spin multiplicity: 2
<S²>: 0.752
Frontier orbital gap (spin up / spin down) (Eh): 0.213 / 0.218


No. 2
The following is a DFT calculation (the ωB97M-V functional and the def2-TZVPD basis) of C15H15FN2S as an isolated structure.

```
34
Properties=species:S:1:pos:R:3:forces:R:3:lowdin_charge:R:1
F -2.13961 5.23012 1.17990 0.22 0.11 0.38 -0.058
C -2.77741 5.16201 -0.04036 -0.32 -0.21 -0.61 -0.203
C -3.42411 3.79427 -0.26719 0.04 -0.13 0.31 -0.150
C -3.65897 2.97867 1.02126 0.22 -0.63 -0.07 -0.140
C -2.78000 1.73818 1.07678 0.18 0.85 0.13 -0.219
C -3.37262 0.45618 0.93659 0.34 -0.49 -0.02 -0.029
C -2.62385 -0.68195 0.94158 -0.33 0.07 -0.03 -0.009
C -1.22573 -0.56297 1.10131 0.25 -0.40 0.05 -0.364
N -0.32339 -1.55501 1.14147 -0.52 -0.54 -0.12 -0.243
S 1.09874 -0.89659 1.34609 0.25 0.80 0.11 1.001
N 0.70228 0.67294 1.40021 0.43 -0.56 0.03 -0.218
C -0.62349 0.70845 1.25516 -0.24 0.87 -0.02 -0.366
C -1.42949 1.88048 1.23715 -0.27 -0.39 -0.05 0.038
H -2.02769 5.34705 -0.80227 0.14 0.11 -0.13 0.112
H -3.52013 5.95052 -0.10139 -0.08 0.24 0.28 0.111
H -2.79402 3.22213 -0.93654 0.14 -0.21 -0.09 0.107
H -4.37382 3.90916 -0.77746 -0.13 0.26 -0.15 0.106
H -3.46173 3.56352 1.91126 0.00 0.25 0.06 0.112
H -4.69167 2.65317 1.08236 -0.22 0.04 -0.04 0.103
H -4.44171 0.38354 0.82082 -0.19 0.03 -0.03 0.109
H -3.08042 -1.65047 0.82756 0.00 -0.18 0.00 0.113
H -0.98357 2.85511 1.34335 0.13 0.15 0.04 0.121
C 4.57286 -5.12827 -1.37067 0.00 0.00 0.00 -0.098
C 3.36380 -4.66122 -0.87468 0.00 -0.01 0.01 -0.094
C 3.12153 -3.29626 -0.81032 0.01 -0.01 0.00 -0.105
C 4.08566 -2.39838 -1.24580 -0.01 0.02 0.01 -0.096
C 5.29419 -2.86545 -1.74330 0.01 0.01 0.00 -0.097
C 5.53853 -4.23026 -1.80403 0.00 0.00 0.00 -0.099
H 4.76303 -6.19268 -1.41951 0.00 0.00 0.00 0.099
H 2.60973 -5.36084 -0.53795 0.00 0.00 0.01 0.101
H 2.18032 -2.93175 -0.42096 -0.03 -0.03 -0.03 0.058
H 3.89456 -1.33366 -1.19726 0.00 0.00 0.00 0.099
H 6.04593 -2.16528 -2.08411 0.00 0.00 0.00 0.100
H 6.48226 -4.59447 -2.18906 0.00 0.00 -0.01 0.099
```
Positions in Å, forces in eV/Å.

Calculated values
Calculated total energy (eV): -32330.8581
Largest force on an atom (eV/Å): 0.91
HOMO energy (eV): -8.92
LUMO energy (Eh): -0.01679
Frontier orbital gap (Eh): 0.311


No. 3
The following is a DFT calculation (the ωB97M-V functional and the def2-TZVPD basis) of one molecule with the formula C7H10O2.

```
19
Properties=species:S:1:pos:R:3:forces:R:3:lowdin_charge:R:1
C 1.13600 -1.46211 -2.08939 0.84 -4.12 -0.08 -0.010
C 0.43479 -0.58513 -1.39966 -0.58 -0.31 0.22 -0.230
O 0.93184 0.11791 -0.24121 -0.96 -3.37 -1.61 -0.115
C -0.14157 0.57830 0.53352 -1.30 1.52 0.01 -0.488
C -1.12550 -0.38289 1.10147 -0.03 -5.39 0.90 -0.073
C -0.98377 -1.84479 1.13233 -1.80 3.35 -1.65 0.010
C 0.37329 1.73314 1.35280 0.54 -2.19 3.39 -0.039
C -0.34835 2.10193 0.03502 4.09 -3.08 0.94 -0.178
O 0.51408 2.30303 -1.08707 1.08 -1.22 1.13 -0.095
H 0.63039 -2.14978 -2.96328 1.20 2.30 2.30 0.119
H 2.00228 -2.03740 -1.55051 -1.01 1.74 -1.49 0.099
H -0.63887 -0.58203 -1.66329 0.59 1.33 0.52 0.139
H -2.01425 -0.10275 1.73935 1.34 0.56 -0.92 0.109
H -0.33073 -2.36554 0.34520 -0.73 0.74 1.74 0.053
H -1.89221 -2.45234 1.57494 2.20 1.33 -0.79 0.073
H 1.47777 1.44840 1.47850 -1.31 1.58 -0.57 0.139
H -0.06913 1.63699 2.49988 0.64 1.12 -3.27 0.166
H -1.28352 2.53845 0.19796 -1.14 0.94 -0.76 0.121
H 1.32745 1.50662 -0.99657 -3.66 3.17 -0.01 0.200
```
Positions in Å, forces in eV/Å.

Calculated values
Calculated total energy (eV): -11509.4371
Largest force on an atom (eV/Å): 5.47
HOMO energy (eV): -8.70
LUMO energy (Eh): 0.03375
SMILES: C=CO[C@@]1(C=C)C[C@H]1O
Frontier orbital gap (Eh): 0.353